# 1
{
  "formula": "C32H46F2N3O5PSSi",
  "method": "ωB97M-V with the def2-TZVPD basis set",
  "symbols": ["C", "C", "F", "H", "O", "H", "H", "H", "H", "P", "N", "O", "H", "H", "C", "C", "H", "H", "H", "H", "H", "C", "C", "O", "H", "C", "H", "F", "C", "H", "C", "H", "H", "H", "H", "H", "H", "H", "H", "C", "Si", "C", "H", "O", "H", "S", "H", "H", "H", "C", "C", "H", "N", "C", "C", "N", "H", "H", "H", "H", "C", "C", "C", "C", "C", "C", "H", "C", "C", "H", "C", "C", "O", "H", "C", "H", "C", "H", "H", "H", "H", "C", "H", "C", "H", "C", "H", "C", "C", "H", "H"],
  "xyz": [[-1.05410, 4.33776, -4.61999], [-2.14893, 7.15365, -1.01031], [-2.55540, 2.00718, 2.81506], [-0.50170, -4.57026, -0.82441], [2.70401, -8.42165, -0.29222], [-0.59050, 4.97023, -5.36397], [1.74685, 6.31883, -3.89455], [-1.44797, 6.69258, -4.20340], [0.73321, -2.09102, 6.12978], [0.00621, 4.23564, -3.11261], [-4.55772, 8.18984, -2.74549], [2.36974, -3.34468, 3.56009], [1.48837, -6.01956, -0.52961], [4.64554, -10.46378, 0.00676], [-1.42859, 6.50164, -2.03186], [-0.80715, 0.00929, 0.24036], [1.80433, -4.56094, 6.56936], [1.99583, -9.99020, -1.42116], [-3.33640, -1.84598, 0.64192], [-2.60968, 9.03528, -0.18610], [-4.83193, 9.11647, -0.97824], [2.11566, -3.78859, 5.86743], [2.91190, -10.18856, 1.26438], [-0.21489, 2.64248, -2.75215], [-0.68352, 0.64098, -0.63836], [1.67411, -2.26751, 0.32191], [-2.87120, 0.67781, 0.52702], [-0.44039, 1.76826, 2.45447], [3.56454, -10.61015, -0.04914], [-1.72744, 8.16446, -3.34506], [0.32609, 7.71002, -3.43863], [1.90256, -10.60110, 1.32961], [3.65925, -4.61511, 4.54782], [3.46412, -10.49891, 2.14999], [-2.05428, 9.15081, -1.81288], [1.73603, 7.55159, -4.91775], [3.60453, -9.39539, -1.87243], [3.59923, -5.05752, 0.30793], [3.78038, -8.20409, 1.44879], [-4.12533, 8.62441, -1.64353], [-1.07584, -1.75073, -0.40346], [2.85244, -8.67554, 1.10700], [0.14115, 0.07877, 0.76126], [-1.99231, 4.60612, 2.73696], [-2.35342, -3.22283, 1.14291], [-3.32072, 7.20495, 1.56519], [0.08060, -3.46103, 5.22472], [-4.28668, 7.82595, 0.87732], [0.77441, 7.67716, -2.44539], [0.98177, -2.87310, 5.41413], [-1.85337, 5.25989, 0.41223], [-3.09265, -3.14764, -0.49382], [-1.70368, 3.04326, 0.99546], [2.95002, -9.62103, -1.03005], [2.59932, -4.35703, 4.53971], [1.12143, 6.93034, -4.40604], [1.77986, -1.21613, 0.55577], [2.02718, -5.24871, 4.25840], [-2.30430, -1.35629, -2.56913], [3.37565, -11.64724, -0.32182], [-1.28949, -1.62667, -2.27998], [2.80045, -3.07155, 0.50272], [1.54640, -4.96743, -0.28866], [-1.15384, 7.25264, -3.32680], [-0.65112, 3.33413, 0.05248], [2.73200, -4.42408, 0.19387], [-0.62418, -0.84435, -2.64626], [-2.61349, -2.58496, 0.30284], [-1.11419, 4.62923, -0.57564], [2.01775, -8.22339, 1.64390], [1.53442, -2.32254, 4.10650], [0.42441, -4.15848, -0.44261], [0.37783, 2.77494, -0.06913], [3.71661, -2.65111, 0.88512], [-1.91680, 4.33781, 1.59042], [-1.15446, 2.42334, -2.83856], [-2.68692, 8.56184, -1.15993], [-1.23669, 3.33363, -4.98848], [-0.98186, -2.54721, -2.76993], [2.90714, -3.19996, 6.33693], [0.34544, 8.75232, -3.74593], [-1.64144, 1.86666, 1.82645], [-2.03057, 4.73910, -4.35117], [0.46533, -2.78784, -0.13996], [2.14416, -1.42864, 4.27758], [-1.94661, 0.57550, 1.08776], [-2.15345, -0.12885, 1.89298], [-0.91408, 5.18679, -1.83226], [-2.39726, 6.51138, 0.22695], [-3.80610, 7.74929, -3.27596], [0.75437, -2.07494, 3.38461]],
  "homo_lumo_gap_ev": 8.5,
  "homo_ha": -0.313,
  "smiles": "[H]/N=C\\Cc1c(S)c2c(c(P(C)O)c1CCN)C(=O)N(C(F)(F)CC[Si](C)(C)c1ccccc1)C2=O.C1CCOC1.C1CCOC1",
  "largest_force_ha_per_bohr": 0.031
}

# 2
{
  "formula": "C32H46N3O2PtSi4Te",
  "method": "ωB97M-V with the def2-TZVPD basis set",
  "symbols": ["Si", "Si", "C", "C", "N", "H", "C", "C", "H", "C", "H", "C", "N", "C", "Te", "H", "H", "H", "C", "H", "H", "C", "C", "C", "H", "H", "C", "H", "Pt", "H", "H", "C", "H", "H", "C", "H", "H", "C", "H", "C", "H", "H", "H", "H", "H", "H", "O", "H", "H", "C", "H", "H", "H", "C", "H", "C", "H", "C", "H", "C", "C", "H", "C", "H", "H", "H", "H", "H", "H", "H", "Si", "C", "H", "C", "Si", "C", "C", "C", "C", "C", "H", "C", "H", "O", "H", "H", "C", "N", "H"],
  "xyz": [[3.47215, 3.09203, -1.72618], [5.49600, 2.59770, -0.43955], [-3.69930, 0.97042, 2.66260], [-1.87644, -2.35530, -2.83401], [2.44985, -1.21758, -0.84083], [4.92285, 3.84969, -4.85444], [0.32258, -3.30773, -2.95995], [-0.99737, -3.28190, -3.38401], [5.83543, -1.65484, 3.88691], [1.76414, 5.85790, -3.15883], [1.97932, 5.56310, -4.18159], [3.78249, -1.05744, 4.03112], [-1.68709, 0.37551, -0.39148], [4.73214, 6.40037, -2.83058], [1.60280, 2.63077, -0.03904], [1.53706, 6.91988, -3.17526], [3.98824, -0.39616, -4.64953], [2.17568, 1.77952, -5.92477], [2.04769, 2.22509, -4.94168], [2.90601, 7.38643, -0.38365], [3.88758, 6.13259, 0.33679], [-3.56377, 0.74802, 4.02226], [6.57020, 1.19956, -1.18576], [3.02480, 6.31064, -0.29760], [-1.35002, -3.98589, -4.12127], [5.29689, 2.35425, -5.67837], [2.62746, -0.77270, 3.32587], [4.43456, 1.30714, 1.43737], [0.70302, 0.32928, -0.54166], [4.13320, -3.60745, 0.17496], [1.73581, -0.47824, 3.85422], [-1.21752, 0.38935, 3.72915], [1.16633, 1.77789, -4.49326], [3.08368, -0.37691, -3.14788], [2.60166, -0.88709, 1.94695], [-4.63954, -0.08449, 0.48507], [6.13637, 5.00652, -0.04625], [-2.21298, -0.51890, -1.13736], [7.54300, 1.18956, -0.70129], [-1.39226, -1.47350, -1.87607], [7.56276, 4.01367, -0.22650], [4.55234, 3.00622, 1.83531], [6.74062, 1.34679, -2.24683], [-0.47843, 0.55418, 1.71956], [6.63278, 4.46526, -1.63707], [1.84047, 3.27875, -5.09167], [-3.54274, -0.58568, -1.17410], [0.86733, 5.33625, -2.84249], [2.15286, 5.92283, 0.21920], [3.90340, 0.09211, -3.68244], [1.68130, -0.66500, 1.39967], [3.79157, -0.99055, 5.10731], [-0.24724, 0.17139, 4.14733], [-2.32380, 0.44843, 4.55810], [6.14203, 0.21187, -1.05148], [5.09545, 2.78890, -4.70326], [4.46023, -0.76335, -0.67940], [6.55443, 4.17117, -0.59557], [5.02643, 5.94763, -3.77115], [2.05880, -2.28678, -1.43114], [4.90582, -1.55201, 1.96934], [5.96413, 1.97913, 1.96191], [-2.59743, 0.87235, 1.82251], [5.80158, -1.85404, 1.44527], [1.02505, -4.02973, -3.34109], [-2.91626, -2.31552, -3.12071], [4.81886, -0.11026, -3.13674], [4.93438, -3.02262, -1.30649], [5.60603, 6.43493, -2.19040], [-2.21687, 0.26528, 5.61498], [3.25460, 5.50463, -2.01386], [4.04339, -2.92968, -0.67985], [5.99976, 2.68798, -4.11077], [-2.74417, 1.06056, 0.32413], [3.59242, 1.97280, -3.84923], [3.73942, -1.46532, -0.24394], [4.92697, -1.43558, 3.34734], [-4.02702, 0.41264, -0.26944], [5.07700, 2.17874, 1.36931], [3.73750, -1.29049, 1.26003], [-2.68499, 2.13111, 0.09837], [0.72879, -2.37581, -2.01131], [-4.66775, 1.22319, 2.25958], [2.90014, -3.31953, -1.44388], [-4.42853, 0.80333, 4.66348], [-4.65276, 1.11046, -0.82939], [-1.35138, 0.60139, 2.36972], [-0.11409, -1.47486, -1.48880], [4.45791, 7.43013, -3.04524]],
  "homo_lumo_gap_ev": [5.3, 5.7],
  "e_above_lowest_ev": 1.529,
  "total_charge": 1,
  "homo_ha": [-0.348, -0.351],
  "largest_force_ha_per_bohr": 0.053
}